No. 1
Computed, not measured: CH4N4O in the gas phase at a distorted geometry, with wB97M-V/def2-TZVPD.

XYZ file:
```
10
CH4N4O, DFT wB97M-V/def2-TZVPD
C -0.502 0.446 -0.190
N 1.434 1.616 0.390
N 2.452 1.621 0.986
N 2.395 -0.648 0.094
N 0.864 0.776 -0.294
O 3.088 0.144 0.834
H -0.924 0.420 0.809
H -0.968 1.345 -0.733
H -0.460 -0.517 -0.824
H 1.714 -1.266 0.702
```

## Properties
HOMO: -9.0 eV
energy relative to the best compared isomer or geometry (same formula, charge and spin): 531.2 kJ/mol
energy: -9102.6851 eV
HOMO-LUMO gap: 0.3291 Eh

These are the Mulliken partial charges, in e, on atoms 1 to 5: -0.5859 0.1700 -0.1645 -0.1514 -0.0819

=====

No. 2
Computed, not measured: CH4N4O2 in the gas phase at a distorted geometry, with wB97M-V/def2-TZVPD.

XYZ file:
```
11
CH4N4O2, DFT wB97M-V/def2-TZVPD
O 1.683 1.803 0.186
N 0.503 1.622 0.050
O -0.310 2.539 0.026
N 0.071 0.374 -0.248
C 0.643 -0.966 0.239
N -0.700 -1.446 0.122
N -1.250 -0.070 0.172
H 0.795 -0.762 1.279
H 1.384 -1.402 -0.511
H -0.883 -1.745 -0.746
H -1.935 0.053 -0.567
```

## Properties
HOMO: -9.6 eV
energy relative to the best compared isomer or geometry (same formula, charge and spin): 481.1 kJ/mol
energy: -11150.2885 eV
structure (SMILES): O=[N+]([O-])N1CNN1
HOMO-LUMO gap: 0.3711 Eh

These are the Mulliken partial charges, in e, on atoms 1 to 5: -0.6115 1.0287 -0.6143 -0.0591 -0.1376

=====

No. 3
Computed, not measured: CH4N4O2 in the gas phase at a distorted geometry, with wB97M-V/def2-TZVPD.

XYZ file:
```
11
CH4N4O2, DFT wB97M-V/def2-TZVPD
N 1.381 1.028 1.399
N 0.322 1.191 0.369
C -0.295 0.268 -0.470
N -0.476 -0.948 -0.229
N -0.858 -1.983 -1.008
O -1.533 -2.831 -0.471
O -0.493 -2.005 -2.149
H 1.434 1.906 1.833
H 1.115 0.295 1.946
H 0.196 2.179 0.006
H -0.793 0.899 -1.226
```

## Properties
HOMO (alpha / beta): -9.4 / -9.4 eV
energy relative to the best compared isomer or geometry (same formula, charge and spin): 356.6 kJ/mol
energy: -11151.5791 eV
structure (SMILES): NN/C=N/[N+](=O)[O-]
HOMO-LUMO gap (alpha / beta): 0.3545 / 0.3545 Eh

These are the Mulliken partial charges, in e, on atoms 1 to 5: -0.4921 -0.0643 0.1086 -0.4450 1.0036

=====

No. 4
Computed, not measured: CH4N4O2 in the gas phase at a distorted geometry, with wB97M-V/def2-TZVPD.

XYZ file:
```
11
CH4N4O2, DFT wB97M-V/def2-TZVPD
C 0.564 0.889 2.381
N -0.913 -0.185 -1.685
N -0.191 -0.299 -0.669
N -0.340 -0.556 -2.730
N -0.060 -0.105 1.665
O 0.391 2.048 2.029
O -0.734 0.387 0.444
H 1.213 0.511 3.199
H 0.669 -0.894 -2.736
H -0.715 -0.732 -3.654
H 0.116 -1.064 1.757
```

## Properties
HOMO (alpha / beta): -6.0 / -9.8 eV
energy relative to the best compared isomer or geometry (same formula, charge and spin): 0.0 kJ/mol
multiplicity: 3
<S²>: 2.01
energy: -11148.6629 eV
HOMO-LUMO gap (alpha / beta): 0.2523 / 0.2989 Eh

These are the Mulliken partial charges, in e, on atoms 1 to 5: 0.1452 -0.2063 -0.1959 -0.2066 -0.1022

=====

No. 5
Computed, not measured: CH4N4S in the gas phase at a distorted geometry, with wB97M-V/def2-TZVPD.

XYZ file:
```
10
CH4N4S, DFT wB97M-V/def2-TZVPD
C -0.072 0.144 0.212
N -0.908 -2.049 -0.162
N -0.048 -1.378 0.130
N -1.307 0.648 -0.200
N -2.270 0.015 0.470
S -3.742 0.094 -0.061
H -0.075 0.254 1.374
H 0.760 0.595 -0.206
H 0.929 -1.607 0.175
H -1.390 1.375 -0.838
```

## Properties
HOMO: -7.9 eV
energy relative to the best compared isomer or geometry (same formula, charge and spin): 393.1 kJ/mol
energy: -17892.1921 eV
HOMO-LUMO gap: 0.2828 Eh

These are the Mulliken partial charges, in e, on atoms 1 to 5: -0.4172 -0.6228 0.3343 0.1416 -0.3399

=====

No. 6
Computed, not measured: CH4N6O in the gas phase at a distorted geometry, with wB97M-V/def2-TZVPD.

XYZ file:
```
12
CH4N6O, DFT wB97M-V/def2-TZVPD
N 2.466 -0.139 0.131
N 1.338 -0.964 -0.194
C 0.086 -0.673 0.052
N -1.158 -1.432 -0.261
N -2.070 -0.566 0.015
N -1.573 0.761 0.170
N -0.177 0.647 0.370
O 0.376 1.681 -0.565
H 3.303 -0.804 0.103
H 2.326 -0.187 1.313
H -2.033 1.467 0.965
H 1.094 1.967 0.206
```

## Properties
HOMO: -8.8 eV
energy relative to the best compared isomer or geometry (same formula, charge and spin): 431.8 kJ/mol
energy: -12082.4675 eV
structure (SMILES): N/N=c1/nn[nH]n1O
HOMO-LUMO gap: 0.3131 Eh

These are the Mulliken partial charges, in e, on atoms 1 to 5: -0.5823 -0.3174 0.4967 -0.1920 -0.1886

=====

No. 7
Computed, not measured: an isolated ion of composition CH4NO and charge -1 at a distorted geometry, with wB97M-V/def2-TZVPD.

XYZ file:
```
7
CH4NO, DFT wB97M-V/def2-TZVPD
N 0.183 0.447 0.811
C -0.264 -0.090 -0.536
O -0.007 0.697 -1.509
H 1.176 0.668 0.751
H 0.145 -0.350 1.454
H -1.370 -0.234 -0.332
H 0.136 -1.138 -0.639
```

## Properties
HOMO: -2.0 eV
energy relative to the best compared isomer or geometry (same formula, charge and spin): 23.5 kJ/mol
energy: -4638.7543 eV
total charge: -1
structure (SMILES): NC[O-]
HOMO-LUMO gap: 0.2646 Eh

These are the Mulliken partial charges, in e, on atoms 1 to 5: -0.6248 -0.2563 -0.7935 0.2026 0.2081

=====

No. 8
Computed, not measured: an isolated ion of composition CH4NO and charge +1 at a distorted geometry, with wB97M-V/def2-TZVPD.

XYZ file:
```
7
CH4NO, DFT wB97M-V/def2-TZVPD
C -0.080 -1.061 0.357
N 0.068 1.120 -0.305
O -0.130 0.164 0.575
H -0.274 -1.700 1.213
H 0.140 -1.502 -0.614
H 0.287 0.913 -1.274
H -0.012 2.066 0.047
```

## Properties
HOMO: -16.5 eV
energy relative to the best compared isomer or geometry (same formula, charge and spin): 305.8 kJ/mol
energy: -4628.3449 eV
total charge: +1
HOMO-LUMO gap: 0.3672 Eh

These are the Mulliken partial charges, in e, on atoms 1 to 5: 0.0612 -0.2588 0.0841 0.2941 0.2577

=====

No. 9
Computed, not measured: a 2-piece molecular cluster, CH4NO2P overall at a distorted geometry, with wB97M-V/def2-TZVPD.

XYZ file:
```
9
CH4NO2P, DFT wB97M-V/def2-TZVPD
N -0.832 -0.210 -1.586
P -2.214 -0.284 -0.702
O -1.918 -0.737 0.678
H 0.121 -0.550 -1.466
H -0.902 0.137 -2.489
C 1.406 0.432 1.349
O 1.402 0.324 0.157
H 2.180 -0.096 2.072
H 0.756 0.984 1.986
```

## Properties
HOMO: -9.8 eV
energy relative to the best compared isomer or geometry (same formula, charge and spin): 98.8 kJ/mol
energy: -15975.4596 eV
structure (SMILES): NP=O.C=O
HOMO-LUMO gap: 0.3855 Eh

These are the Mulliken partial charges, in e, on atoms 1 to 5: -0.2560 0.2388 -0.4575 0.2521 0.2438

=====

No. 10
Computed, not measured: CH4NO2P in the gas phase at a distorted geometry, with wB97M-V/def2-TZVPD.

XYZ file:
```
9
CH4NO2P, DFT wB97M-V/def2-TZVPD
N 1.310 0.511 -0.388
C 0.603 -0.489 0.299
O -0.797 -0.053 0.571
P -2.200 -0.472 -0.201
O -3.011 0.668 -0.033
H 1.367 1.447 -0.055
H 0.929 0.705 -1.294
H 0.770 -1.582 -0.228
H 1.029 -0.735 1.331
```

## Properties
HOMO: -10.2 eV
energy relative to the best compared isomer or geometry (same formula, charge and spin): 77.3 kJ/mol
energy: -15975.6827 eV
structure (SMILES): NCOP=O
HOMO-LUMO gap: 0.3745 Eh

These are the Mulliken partial charges, in e, on atoms 1 to 5: -0.5377 -0.1752 -0.2315 0.3522 -0.3761

=====

No. 11
Computed, not measured: a 2-piece molecular cluster, CH4NO2S overall at a distorted geometry, with wB97M-V/def2-TZVPD.

XYZ file:
```
9
CH4NO2S, DFT wB97M-V/def2-TZVPD
C 0.268 -0.243 1.028
N 0.372 1.764 -0.990
O 2.034 -0.362 -0.627
O -1.892 -0.449 -1.000
S 1.025 0.664 -0.204
H -0.302 0.593 1.557
H 1.029 -0.878 1.530
H -1.568 -1.063 -0.314
H -0.966 -0.026 -0.981
```

## Properties
HOMO (alpha / beta): -1.6 / -4.4 eV
energy relative to the best compared isomer or geometry (same formula, charge and spin): 262.0 kJ/mol
multiplicity: 3
<S²>: 2.02
energy: -17517.4375 eV
total charge: -1
HOMO-LUMO gap (alpha / beta): 0.2139 / 0.2497 Eh

These are the Mulliken partial charges, in e, on atoms 1 to 5: -0.7825 -0.6045 -0.6399 -0.6854 0.3627

=====

No. 12
Computed, not measured: a 2-piece molecular cluster, CH4NO2Si overall at a distorted geometry, with wB97M-V/def2-TZVPD.

XYZ file:
```
9
CH4NO2Si, DFT wB97M-V/def2-TZVPD
C 1.665 -0.232 -0.199
N -1.187 0.801 0.373
O 1.756 0.917 -0.588
O 2.412 -1.092 0.198
Si -0.241 -0.587 0.017
H -0.799 1.724 0.561
H -2.082 0.741 0.861
H -1.062 -0.885 -2.439
H -0.462 -1.387 1.215
```

## Properties
HOMO (alpha / beta): -3.3 / -3.3 eV
energy relative to the best compared isomer or geometry (same formula, charge and spin): 293.5 kJ/mol
energy: -14563.4855 eV
total charge: -1
HOMO-LUMO gap (alpha / beta): 0.2603 / 0.2604 Eh

These are the Mulliken partial charges, in e, on atoms 1 to 5: 0.4939 -0.3231 -0.5960 -0.5922 -0.1666

=====

- energy of number 12 (CH4NO2Si)?
  -14563.4855 eV

=====

- Which formula does entry 12 have?
  CH4NO2Si